An isolated ion of composition C3H7NOS and charge -2, computed with wB97M-V/def2-TZVPD.

Structure (XYZ):
```
13
Properties=species:S:1:pos:R:3:forces:R:3
C 0.3751 -0.7328 1.1418 0.20 0.63 0.06
O 0.1054 -0.4718 2.4438 -0.25 -0.01 0.12
C 0.1487 0.4355 0.1615 -0.59 0.13 -0.35
C 0.4859 0.0330 -1.2930 0.19 0.17 -0.23
S -0.8144 -0.6253 -2.4051 -0.26 -0.19 -0.09
N -1.2035 0.9816 0.2941 0.18 0.57 -0.07
H 1.4690 -0.9319 0.9626 -0.07 -0.60 -0.04
H -0.2581 -1.5366 0.6893 0.35 -0.31 0.09
H 0.8204 1.2583 0.4230 0.46 -0.03 0.21
H 1.3151 -0.6877 -1.2573 -0.09 0.05 0.12
H 0.8757 0.9084 -1.8141 0.15 0.17 0.04
H -1.7521 0.7317 -0.5241 -0.10 -0.42 0.28
H -1.5672 0.6375 1.1777 -0.17 -0.17 -0.14
```
Positions in Å, forces in eV/Å.

Results
* multiplicity: 1
* total energy: -17594.6545 eV
* Kohn-Sham gap: 5.2 eV
* charge: -2
* lowest unoccupied orbital energy: 6.34 eV
* SMILES string: N[C@@H](C[O-])C[S-]

Results of the Mulliken charge analysis, in e, for atoms 1 through 2: number 1, C, carries -0.51; number 2, O, carries -0.93


An isolated ion of composition C4H7N2 and charge +1 at a distorted geometry, computed with wB97M-V/def2-TZVPD.

Structure (XYZ):
```
13
Properties=species:S:1:pos:R:3:forces:R:3
C 0.6057 -1.9056 -0.3634 0.46 -0.57 -1.29
C 0.0854 -0.7114 -1.1670 1.97 -1.03 -1.48
C 1.0835 -0.3181 0.9513 -0.97 2.45 1.03
C -1.0096 0.9407 0.3907 -1.77 -1.49 -0.25
N 1.3975 -1.4913 0.6572 0.43 -0.78 0.46
N 0.2739 0.3846 -0.1619 -0.15 1.91 0.07
H 0.5092 -0.5882 -2.2819 -0.71 -0.04 2.75
H -0.9124 -1.1104 -1.2471 -1.02 1.09 -0.08
H 1.1258 0.2914 1.9150 0.39 -1.04 -1.36
H -1.3325 0.1244 1.0721 -0.70 0.77 -0.60
H -0.8383 1.8024 0.9599 0.82 1.13 1.08
H -1.7823 1.3153 -0.3551 1.17 -1.25 0.47
H 0.7940 1.2661 -0.3698 0.06 -1.13 -0.79
```
Positions in Å, forces in eV/Å.

Results
* multiplicity: 1
* total energy: -7229.1093 eV
* Kohn-Sham gap (spin up / spin down): 7.8 / 8.1 eV
* charge: +1
* lowest unoccupied orbital energy (spin up / spin down): -5.88 / -5.91 eV

Results of the Mulliken charge analysis, in e, for atoms 1 through 2: number 1, C, carries -0.18; number 2, C, carries -0.22


One molecule with the formula C7H9NO2 at a distorted geometry, computed with wB97M-V/def2-TZVPD.

Structure (XYZ):
```
19
Properties=species:S:1:pos:R:3:forces:R:3
C -2.1184 -0.0421 -0.6074 -0.37 -0.65 -0.91
C -2.4534 0.1404 0.8458 -0.54 0.17 -0.22
C 2.0527 1.3174 -0.4355 -1.93 -1.20 1.03
C 0.8234 1.1075 0.2806 2.89 0.45 -0.79
C 0.4082 -0.2030 0.5082 1.12 0.46 2.85
C 1.2730 -1.2394 0.1246 1.69 0.43 0.45
C 2.4756 -0.9027 -0.4629 0.33 -1.37 0.19
H -0.5431 -0.7012 -1.4932 0.81 -0.20 -1.43
H -3.4970 0.3558 0.8993 -0.65 0.39 0.32
H -2.1876 -0.6592 1.5669 -0.29 0.14 -0.94
H -1.8299 0.9860 1.1177 -0.35 0.49 0.38
H 2.3083 2.3205 -0.7160 0.34 0.35 -0.07
H 0.2255 1.9277 0.6060 -0.22 0.59 0.13
H -0.4925 -0.3812 1.1228 2.41 0.03 1.34
H 1.0288 -2.2610 0.2903 -0.12 -0.64 0.27
H 3.1889 -1.7495 -0.6322 -0.55 0.93 -0.19
N 2.8782 0.3250 -0.7909 -0.10 0.75 0.06
O -2.7674 0.1422 -1.6250 1.70 -0.44 2.54
O -0.7733 -0.4833 -0.5992 -6.17 -0.68 -5.02
```
Positions in Å, forces in eV/Å.

Results
* multiplicity: 1
* total energy: -12986.4867 eV
* Kohn-Sham gap: 8.7 eV
* charge: 0
* lowest unoccupied orbital energy: 0.46 eV

Results of the Mulliken charge analysis, in e, for atoms 1 through 2: number 1, C, carries 0.76; number 2, C, carries -1.22


C28H43F9LuOP2 as an isolated structure at a distorted geometry, computed with wB97M-V/def2-TZVPD.

Structure (XYZ):
```
84
Properties=species:S:1:pos:R:3:forces:R:3
Lu 0.0000 0.0000 0.0000 -6.79 1.22 2.76
C 0.6621 -0.2115 2.1855 1.02 0.64 0.62
C 1.7119 0.3394 1.3622 0.51 1.52 1.96
C -0.0706 1.8151 1.3188 0.11 0.06 2.03
C -0.4562 0.6569 2.1218 0.89 2.10 1.46
C 1.2593 1.6261 0.8643 1.32 0.20 1.64
C 0.7776 -1.4393 3.0323 0.00 -0.17 0.32
H 1.4737 -2.1651 2.6033 0.00 0.04 0.09
H -0.1908 -1.9283 3.1679 0.36 0.20 -0.08
H 1.1547 -1.1668 4.0266 0.04 -0.01 -0.20
C -1.7635 0.5101 2.8332 -0.06 0.54 0.82
H -1.9074 -0.5125 3.1919 0.31 1.13 -0.01
H -2.5880 0.7562 2.1567 -0.02 -0.08 0.28
H -1.8107 1.1839 3.6990 0.09 0.22 -0.22
C -0.8965 3.0478 1.1430 -0.10 -0.01 -0.23
H -0.7995 3.6799 2.0363 -0.14 -0.11 -0.23
H -1.9488 2.7952 0.9997 -0.05 0.17 0.13
H -0.5681 3.6281 0.2774 -0.05 0.05 0.11
C 2.0960 2.6331 0.1379 0.00 0.01 -0.08
H 2.6097 3.2884 0.8537 -0.09 -0.12 -0.17
H 1.4845 3.2629 -0.5131 0.12 0.04 0.03
H 2.8658 2.1564 -0.4753 0.02 0.12 0.07
C 3.1253 -0.1547 1.3016 0.06 -0.09 -0.10
H 3.7356 0.3555 2.0590 -0.12 -0.11 -0.17
H 3.5814 0.0384 0.3271 0.10 -0.02 0.08
H 3.1856 -1.2278 1.4966 0.05 0.13 0.02
C -0.9425 -1.8501 -0.7924 1.20 -5.09 -1.09
C 0.2047 -2.1971 -0.0640 -1.96 -4.43 -2.48
C 1.5126 -2.6314 -0.6933 0.07 0.43 0.21
C 1.9341 -1.6897 -1.8330 -0.22 0.00 0.12
C 1.4701 -0.2579 -1.5790 0.86 1.13 -6.17
C 0.2913 0.2918 -2.1368 4.40 -1.43 -3.77
C -0.6766 -0.5182 -2.9699 -0.59 0.01 0.72
C -1.0474 -1.8696 -2.3091 0.44 0.01 -0.08
H 1.4320 -3.6711 -1.0481 -0.14 0.26 0.07
H 1.5310 -2.0391 -2.7888 0.01 0.18 0.16
H 2.2867 -2.6327 0.0812 -0.14 -0.05 -0.12
H -0.4177 -2.6750 -2.7045 -0.09 0.15 0.09
H -1.8879 -1.9023 -0.2638 0.68 0.81 -0.25
H 0.0395 -2.5702 0.9433 0.03 0.76 -0.02
H -2.0773 -2.1211 -2.5776 0.11 0.07 0.19
H -1.5853 0.0738 -3.0939 0.04 -0.03 -0.19
H 0.2715 1.3640 -2.3238 -0.11 0.34 0.79
H -0.2584 -0.6923 -3.9738 0.06 0.24 0.22
H 3.0245 -1.7011 -1.9382 -0.19 0.22 0.11
H 2.2757 0.4412 -1.3740 -0.30 0.15 0.49
P -1.2162 -0.7314 -7.2793 -0.06 -0.67 0.28
P -0.8677 1.9998 -8.8315 -0.02 0.58 -0.49
C -1.2279 -0.7940 -9.1436 -0.09 -0.03 0.07
C -1.5805 0.5581 -9.7766 0.17 0.24 -0.15
H -1.9731 -1.5440 -9.4368 0.26 0.02 -0.05
H -0.2514 -1.1495 -9.5004 -0.17 0.14 0.15
H -1.1731 0.6062 -10.7943 -0.24 -0.03 0.04
H -2.6696 0.6797 -9.8565 0.23 0.05 0.14
C -1.6876 3.3940 -9.7433 0.10 -0.18 -0.07
H -1.2331 4.3417 -9.4368 -0.04 -0.14 -0.05
H -2.7496 3.4357 -9.4830 0.13 -0.03 -0.03
H -1.5899 3.2883 -10.8310 -0.03 0.05 0.15
C 0.7979 2.0689 -9.6478 -0.12 -0.03 0.05
H 0.7219 2.0743 -10.7421 0.00 0.00 0.16
H 1.3921 1.2035 -9.3375 -0.02 0.09 -0.05
H 1.3256 2.9720 -9.3250 -0.06 -0.13 -0.03
C -2.6666 -1.8438 -6.9566 0.13 -0.02 0.00
H -2.7306 -2.0591 -5.8851 -0.04 0.01 -0.10
H -2.5911 -2.7909 -7.5050 -0.02 0.14 0.09
H -3.5894 -1.3348 -7.2526 0.12 -0.06 0.05
C 0.1500 -1.9434 -6.9449 -0.13 -0.05 -0.13
H 1.1147 -1.4991 -7.2076 -0.11 -0.03 0.00
H 0.0203 -2.8758 -7.5087 0.07 0.12 0.13
H 0.1717 -2.1760 -5.8752 -0.01 -0.06 -0.07
F -1.8916 -4.1703 0.1057 -0.29 0.23 1.68
C -2.2322 -3.9710 1.4268 -0.41 -1.48 0.17
F -3.2193 -4.9042 1.6923 1.77 1.22 -0.57
F -1.1340 -4.2856 2.2083 -1.48 0.48 -1.39
C -2.7232 -2.5005 1.7428 1.91 1.93 -0.24
O -1.6115 -1.4911 1.5509 -4.27 -3.78 0.29
C -4.0364 -2.1586 0.9143 -1.59 -0.07 0.15
F -5.0981 -2.9491 1.3213 1.52 1.48 -0.77
F -4.3873 -0.8372 1.1204 0.60 -2.00 -0.65
F -3.9429 -2.3681 -0.4505 0.27 0.51 1.64
C -3.1993 -2.5346 3.2650 -1.03 -0.39 1.49
F -4.0949 -3.5612 3.5145 1.52 1.64 -0.05
F -2.1354 -2.7304 4.1244 -1.51 0.60 -1.29
F -3.8657 -1.3756 3.6313 1.24 -1.73 -0.51
```
Positions in Å, forces in eV/Å.

Results
* multiplicity: 1
* total energy: -108424.0920 eV
* Kohn-Sham gap: 4.0 eV
* charge: +1
* lowest unoccupied orbital energy: -5.66 eV

Results of the Mulliken charge analysis, in e, for atoms 1 through 2: number 1, Lu, carries 0.10; number 2, C, carries 1.39


C25H32Br2N2OS7SiTa as an isolated structure at a distorted geometry, computed with wB97M-V/def2-TZVPD.

Structure (XYZ):
```
71
Properties=species:S:1:pos:R:3:forces:R:3
Ta 0.4076 -0.6525 -0.3493 -0.08 -0.48 -1.73
S 1.5715 -2.9437 -0.3499 -0.88 1.03 -0.17
S 3.3428 -2.3859 -1.1867 0.33 0.15 -0.35
S 2.7436 -1.5671 -2.9699 0.24 -0.37 -0.02
S 1.6727 0.0968 -2.3564 -0.21 0.02 0.67
C 1.2832 4.1008 0.4957 0.16 -0.27 -0.50
C 1.0750 3.3261 1.7819 -0.39 -0.44 -0.13
S -0.0673 1.9035 1.6854 0.02 0.49 0.26
C -1.6938 2.6530 1.3362 0.55 -0.29 0.00
C -1.9752 3.0082 -0.1178 0.28 -0.43 -0.28
S -1.4542 1.6917 -1.2936 0.18 0.28 0.00
C -0.6103 2.6302 -2.6159 -0.33 -0.21 0.15
C 0.4518 3.6326 -2.1942 0.31 -0.21 0.31
S 1.6215 2.9971 -0.9416 -0.01 0.57 0.22
H 2.1471 4.7553 0.6163 -0.10 0.08 0.00
H 0.4170 4.7126 0.2607 -0.02 0.08 0.00
H 0.7193 3.9896 2.5716 0.12 -0.03 0.05
H 2.0104 2.8633 2.0983 0.00 0.03 0.12
H -1.8022 3.5318 1.9717 -0.11 -0.03 0.03
H -2.3948 1.8890 1.6719 -0.06 0.07 0.07
H -1.4811 3.9258 -0.4155 0.00 0.10 0.01
H -3.0517 3.1267 -0.2471 0.07 0.10 -0.06
H -1.3799 3.1322 -3.2030 0.02 -0.02 -0.07
H -0.1731 1.8379 -3.2257 -0.09 0.06 -0.05
H 0.0133 4.5496 -1.8027 0.05 0.01 -0.10
H 1.0457 3.8864 -3.0732 -0.12 0.10 0.01
C 4.3649 0.6994 -0.1794 0.03 0.11 -0.15
C 3.9283 0.0472 1.0833 -0.16 0.04 -0.15
C 4.8846 -0.2318 2.0850 -0.12 -0.17 0.35
C 4.4998 -0.7933 3.2681 0.07 0.12 -0.29
C 3.1353 -1.0727 3.4863 -0.34 0.08 -0.18
C 2.5897 -1.5571 4.6987 -0.22 -0.04 0.22
Br 3.7259 -1.9850 6.1531 -0.15 0.07 -0.17
C 1.2336 -1.6966 4.8584 0.51 0.00 0.12
C 0.3763 -1.4431 3.7862 -0.35 0.24 -1.06
Br -1.4856 -1.5830 4.0386 0.13 -0.06 0.11
C 0.8551 -1.0664 2.5388 1.30 -0.40 2.22
O 0.1132 -0.9271 1.4652 -1.10 -0.19 -0.16
C 2.2528 -0.8034 2.4128 -0.28 -0.23 0.44
N 2.6556 -0.2625 1.2392 -0.46 0.09 -0.53
H 5.0315 1.5316 0.0363 0.10 0.06 0.03
H 3.5173 1.0635 -0.7553 0.13 -0.10 0.06
H 4.9144 -0.0236 -0.7838 0.05 0.06 -0.06
H 5.9186 0.0114 1.9013 0.10 0.04 -0.04
H 5.2139 -1.0094 4.0473 0.09 0.00 0.04
H 0.8160 -2.0045 5.8047 0.02 -0.05 0.03
C -3.2402 -1.1036 1.0194 0.24 -0.64 -0.48
Si -2.3332 -2.4164 -0.0370 -0.57 -0.75 0.71
C -1.3471 -3.6579 1.0267 -0.17 0.73 -0.44
C -3.4536 -3.4810 -1.1480 0.36 0.48 0.41
N -1.2570 -1.4165 -1.0922 1.61 0.39 1.71
C -1.7822 -1.1800 -2.3679 -0.37 0.21 -1.80
C -1.0261 -1.4078 -3.5219 -0.01 -0.21 0.29
C -1.5597 -1.1843 -4.7799 -0.03 0.06 -0.04
C -2.8543 -0.7151 -4.9256 0.06 0.02 0.04
C -3.6179 -0.4894 -3.7911 -0.09 -0.02 -0.01
C -3.0954 -0.7233 -2.5343 0.26 -0.10 0.10
H -3.8690 -1.5874 1.7582 -0.13 -0.10 0.23
H -3.8806 -0.4605 0.4230 -0.10 0.04 -0.18
H -2.5283 -0.4727 1.5447 0.14 -0.02 0.07
H -2.0119 -4.0459 1.7936 -0.17 -0.04 0.14
H -0.4822 -3.2296 1.5248 -0.01 -0.05 0.12
H -1.0063 -4.5013 0.4316 -0.01 -0.06 -0.19
H -3.4441 -4.5112 -0.8051 0.07 -0.13 0.15
H -3.1292 -3.4726 -2.1839 0.08 0.00 -0.12
H -4.4808 -3.1386 -1.1243 -0.26 0.13 -0.04
H -0.0216 -1.7993 -3.4384 -0.03 -0.06 0.07
H -0.9567 -1.3861 -5.6527 0.07 -0.02 -0.06
H -3.2603 -0.5323 -5.9089 -0.06 -0.01 -0.06
H -4.6358 -0.1367 -3.8757 -0.05 0.04 -0.04
H -3.7061 -0.5365 -1.6679 -0.11 0.05 0.12
```
Positions in Å, forces in eV/Å.

Results
* multiplicity: 1
* total energy: -256832.6472 eV
* Kohn-Sham gap: 6.4 eV
* charge: +1
* lowest unoccupied orbital energy: -4.25 eV

Results of the Mulliken charge analysis, in e, for atoms 1 through 2: number 1, Ta, carries -1.84; number 2, S, carries -0.09